# 1
Entry from the Open Molecules 2025 dataset: 2 unconnected molecules or ions with the total composition C2H7NO3 at a distorted geometry (wB97M-V/def2-TZVPD).

Output
LUMO level: 0.5654 eV
Frontier orbital gap: 10.43 eV
Relative energy (zero: lowest compared OMol25 entry of this formula, charge and spin): 30.9 kcal per mole
SMILES: O=CNCO.O
Total charge: 0
HOMO level: -9.86 eV
Multiplicity: 1

Cartesian coordinates (Å):
O 1.9763 1.2742 -0.3483
C 1.0495 1.3093 -1.1228
N -0.2430 1.0641 -0.7869
C -0.7813 0.5674 0.4901
O 0.2100 0.1662 1.4189
H 1.1686 1.6098 -2.1669
H -0.8822 1.2853 -1.5325
H -1.4188 -0.2701 0.2048
H -1.2915 1.3912 0.9832
H 1.0007 0.0776 0.8644
H -0.9362 -2.9403 0.2062
H 0.1575 -2.6506 1.3522
O -0.0096 -2.8841 0.4377

# 2
Entry from the Open Molecules 2025 dataset: a gas-phase ion, C3H8O3PS (charge -1) at a distorted geometry (wB97M-V/def2-TZVPD).

Output
LUMO level: 3.5683 eV
Frontier orbital gap: 8.02 eV
Relative energy (zero: lowest compared OMol25 entry of this formula, charge and spin): 32.7 kcal per mole
SMILES: CC(C)(O)[P@@]([O-])(O)=S
Total charge: -1
HOMO level: -4.45 eV
Multiplicity: 1

Cartesian coordinates (Å):
C 1.3418 -0.2537 -0.8898
C -1.1555 -0.3046 -1.2292
C -0.0169 -0.4054 -0.2232
O -1.5180 0.3358 2.2676
O -0.1003 -1.5862 0.5382
O 1.1442 0.8426 1.9126
P -0.1978 0.9870 1.0093
S -0.2932 2.7572 0.1893
H 1.4290 -0.8991 -1.7643
H 2.1284 -0.5041 -0.1787
H 1.4623 0.7868 -1.1946
H -2.0990 -0.4634 -0.7093
H -1.0456 -1.0537 -2.0148
H -1.1640 0.6917 -1.6687
H -0.7232 -1.3401 1.2551
H 0.8077 0.4091 2.7005

# 3
Entry from the Open Molecules 2025 dataset: a molecular structure, C38H46IrN3O2S2Se at a distorted geometry (wB97M-V/def2-TZVPD).

Output
LUMO level (spin up / spin down): -3.6550 / -3.7422 eV
Frontier orbital gap (spin up / spin down): 6.13 / 6.06 eV
Total charge: +1
HOMO level (spin up / spin down): -9.79 / -9.80 eV
Expectation value of S²: 0.913
Multiplicity: 2

Cartesian coordinates (Å):
Ir 0.0272 -0.0921 0.1717
O -2.2457 -0.7897 -0.4070
S -3.5168 -1.2504 -1.0284
C -3.2886 -3.0538 -1.5119
C -2.1099 -3.6486 -0.7761
C -2.4523 -4.0345 0.6602
C -1.2754 -4.7027 1.3446
S 0.1991 -3.5467 1.3175
O -0.3872 -2.1738 1.3500
C 0.7005 -3.8248 3.0327
C 1.3157 -5.0145 3.3840
C 1.7491 -5.1918 4.6857
C 1.5737 -4.1836 5.6207
C 0.9456 -3.0022 5.2629
C 0.5165 -2.8160 3.9590
C -3.4658 -0.6405 -2.7330
C -4.5160 -0.9459 -3.5824
C -4.4733 -0.4929 -4.8895
C -3.3902 0.2559 -5.3271
C -2.3450 0.5519 -4.4677
C -2.3879 0.1092 -3.1566
H -3.1488 -3.0907 -2.5898
H -4.2227 -3.5465 -1.2467
H -1.3179 -2.8966 -0.7578
H -1.7389 -4.5214 -1.3159
H -3.3086 -4.7138 0.6736
H -2.7312 -3.1386 1.2190
H -0.9501 -5.5907 0.8042
H -1.5015 -4.9692 2.3745
H 1.4637 -5.7848 2.6442
H 2.2430 -6.1066 4.9667
H 1.9567 -4.3142 6.6202
H 0.8116 -2.2165 5.9923
H 0.0671 -1.8833 3.6512
H -5.3487 -1.5308 -3.2211
H -5.2874 -0.7199 -5.5591
H -3.3681 0.6241 -6.3408
H -1.5029 1.1357 -4.8082
H -1.5917 0.3306 -2.4578
C 0.5253 -2.2113 -3.8466
C 1.8255 -2.6112 -3.1453
C 1.5546 -3.3820 -1.8529
C 2.6787 -1.4040 -2.8576
C 4.0121 -1.3988 -3.1915
C 4.7916 -0.2567 -3.0542
C 4.1807 0.9359 -2.6882
C 2.8570 0.9890 -2.3214
C 2.2301 2.3321 -2.0545
C 0.8694 2.4696 -2.7288
C 2.0984 2.5852 -0.5569
C 2.1039 -0.2458 -2.1953
N 1.0205 -0.3479 -1.5021
H -0.0504 -3.0951 -4.1115
H 0.7477 -1.6651 -4.7614
H -0.0731 -1.5783 -3.1972
H 2.3875 -3.2576 -3.8300
H 1.0747 -2.7228 -1.1319
H 2.4935 -3.7301 -1.4328
H 0.9124 -4.2379 -2.0404
H 4.4596 -2.2990 -3.5878
H 5.8391 -0.2753 -3.3047
H 4.7612 1.8480 -2.7071
H 2.9032 3.0894 -2.4725
H 0.1773 1.7529 -2.2891
H 0.9491 2.2798 -3.7956
H 0.4684 3.4688 -2.5819
H 1.3508 1.8805 -0.1526
H 1.7661 3.6044 -0.3677
H 3.0502 2.4156 -0.0589
C -2.5112 -0.3164 2.7634
C -1.6014 0.8513 2.7769
N -0.7845 1.2440 1.8186
C -0.2024 2.4036 2.2554
C -0.6588 2.7002 3.5002
N -1.5428 1.7095 3.8173
H -2.4447 -0.8015 1.7959
H -3.5375 0.0095 2.9360
H -2.2461 -1.0382 3.5370
H 0.4950 2.9494 1.6561
H -0.4174 3.4990 4.1681
H -2.0688 1.6324 4.6726
Se 2.3600 -0.5972 1.6054
C 2.7082 0.3693 3.2150
C 2.9192 -0.3463 4.3936
C 3.2656 0.3092 5.5561
C 3.4194 1.6863 5.5584
C 3.2140 2.4025 4.3894
C 2.8510 1.7537 3.2254
H 2.8197 -1.4214 4.3907
H 3.4364 -0.2622 6.4572
H 3.7027 2.1973 6.4638
H 3.3546 3.4717 4.3803
H 2.7029 2.3190 2.3183

# 4
Entry from the Open Molecules 2025 dataset: 2 unconnected molecules or ions with the total composition C3H10OSi at a distorted geometry (wB97M-V/def2-TZVPD).

Output
LUMO level (spin up / spin down): -0.0592 / 0.8420 eV
Frontier orbital gap (spin up / spin down): 7.61 / 7.94 eV
Relative energy (zero: lowest compared OMol25 entry of this formula, charge and spin): 101.7 kcal per mole
Total charge: 0
HOMO level (spin up / spin down): -7.67 / -7.10 eV
Multiplicity: 1

Cartesian coordinates (Å):
C -1.6169 -0.9152 -0.0012
C -1.1796 0.2824 0.8338
C 2.9404 -0.3588 -0.4380
O 3.8289 0.1450 0.4867
Si -0.1575 1.5234 -0.1776
H -2.1665 -1.6364 0.6009
H -2.2602 -0.5980 -0.8170
H -0.7535 -1.4170 -0.4320
H -0.6051 -0.0676 1.6941
H -2.0665 0.7757 1.2429
H 3.2323 -0.1366 -1.4470
H 2.5028 -1.3263 -0.2339
H 3.6011 -0.1909 1.3602
H 0.1258 2.7583 0.5462
H -0.6632 1.7212 -1.5266

# 5
Entry from the Open Molecules 2025 dataset: C15H11BrF3NO2 in the gas phase at a distorted geometry (wB97M-V/def2-TZVPD).

Output
LUMO level: -0.8725 eV
Frontier orbital gap: 7.39 eV
SMILES: COc1cc(Br)cc(/C=N/c2cccc(C(F)(F)F)c2)c1O
Total charge: 0
HOMO level: -8.26 eV
Multiplicity: 1

Cartesian coordinates (Å):
C 5.2982 2.9288 0.3108
H 5.5518 3.9916 0.1130
O 4.0309 2.8062 -0.0182
C 3.4473 1.4033 0.0636
C 4.1722 0.1344 0.2125
C 3.4617 -1.0160 0.4673
C 2.0787 -1.1943 0.3686
C 1.3724 0.0852 -0.2011
C 1.9516 1.3458 -0.2310
O 1.3160 2.3804 -0.4130
H 1.8127 3.3901 -0.3783
C -0.1367 0.0415 -0.4087
N -0.5860 -1.3665 -0.3903
C -1.9441 -1.2648 -0.3687
C -2.8909 -0.5797 0.1667
C -4.3062 -0.8684 0.3228
C -4.6678 -2.0415 -0.5380
C -3.8286 -2.7139 -1.2023
C -2.3337 -2.3059 -1.2493
H -1.7532 -2.9721 -1.6025
H -4.1926 -3.4789 -1.9873
H -5.8802 -1.9799 -0.5009
C -5.2036 0.1151 1.0455
F -5.3664 -0.3691 2.4410
F -4.8313 1.4624 0.8147
F -6.3597 0.0123 0.4813
H -2.5180 0.0552 0.9223
H -0.5190 1.0414 -0.5615
H 1.5983 -2.0618 0.3535
Br 4.6114 -2.5020 0.8648
H 5.2191 0.4868 0.4896
H 5.5114 2.5956 1.1066
H 5.8843 2.4387 -0.4936

# 6
Entry from the Open Molecules 2025 dataset: 6 unconnected molecules or ions with the total composition C11H34BrN8O5 at a distorted geometry (wB97M-V/def2-TZVPD).

Output
LUMO level: 2.1856 eV
Frontier orbital gap: 6.09 eV
Relative energy (zero: lowest compared OMol25 entry of this formula, charge and spin): 125.7 kcal per mole
Total charge: -1
HOMO level: -3.90 eV
Multiplicity: 1

Cartesian coordinates (Å):
Br 1.0219 -1.6395 1.5474
C 2.8695 -2.5597 8.9893
O 1.7502 -2.8186 9.3887
N 3.8602 -2.6378 9.7733
N 3.3474 -2.1189 7.8405
H 4.7799 -2.3977 9.4319
H 3.5887 -3.0081 10.6729
H 4.3224 -1.8558 7.8547
H 2.7927 -2.1638 6.9976
C -3.1228 -5.8933 3.4961
O -4.0501 -6.5655 3.7711
N -3.1267 -5.1155 2.4560
N -2.0059 -5.7962 4.1782
H -2.5004 -4.3466 2.2647
H -3.8118 -5.2411 1.7246
H -1.8611 -6.2503 5.0686
H -1.2843 -5.2004 3.7982
C -3.9488 -0.3604 5.2789
O -4.1421 0.0971 4.1486
N -4.8530 -0.2201 6.2372
N -2.8899 -0.9684 5.6300
H -4.5758 -0.4286 7.1858
H -5.5376 0.4669 5.9552
H -2.1136 -1.0393 4.9879
H -2.8183 -1.2917 6.5842
C -0.3170 4.3127 1.1711
C -0.6496 4.4691 -0.2821
C 0.5409 4.5494 -1.2366
O -0.0101 4.5940 -2.5619
C 0.8147 5.2161 -3.4638
N -1.4559 3.2898 -0.6731
H 0.2564 5.1316 1.6057
H 0.3207 3.4509 1.3678
H -1.2278 4.1948 1.7581
H -1.3375 5.3005 -0.4358
H 1.1859 3.6873 -1.0666
H 1.1644 5.3613 -0.8622
H 1.7112 4.6124 -3.6049
H 1.1134 6.2554 -3.3269
H 0.1574 5.1300 -4.3291
H -0.7365 2.6435 -0.3817
H -1.2539 3.3327 -1.6618
C 2.7403 0.2537 -6.1598
C 1.2332 -0.1682 -6.4839
C 1.1181 -0.8520 -7.8711
O 1.0955 0.2325 -8.6769
C 0.8459 -0.0721 -10.1293
N 0.6525 -0.9927 -5.4453
H 3.1141 0.9912 -6.8700
H 3.5831 -0.4365 -6.1207
H 2.8010 0.6369 -5.1412
H 0.5741 0.6991 -6.4468
H 0.2064 -1.4306 -8.0197
H 1.9049 -1.5582 -8.1360
H 0.0777 -0.8326 -10.2698
H 1.7949 -0.5600 -10.3514
H 0.6338 0.7936 -10.7567
H 1.1201 -0.9714 -4.5504
H 0.5363 -1.9111 -5.8491

# 7
Entry from the Open Molecules 2025 dataset: a molecular structure, C24H25ClN2O4S at a distorted geometry (wB97M-V/def2-TZVPD).

Output
LUMO level: -0.0257 eV
Frontier orbital gap: 7.28 eV
Relative energy (zero: lowest compared OMol25 entry of this formula, charge and spin): 421.6 kcal per mole
Total charge: 0
HOMO level: -7.30 eV
Multiplicity: 1

Cartesian coordinates (Å):
C -0.2454 -0.9733 5.5997
H 0.5111 -0.1525 5.0908
O 0.3602 -2.2287 5.4286
C 0.5533 -2.8065 4.3720
C 0.4200 -2.0538 3.2882
C 0.5225 -2.9126 2.0568
C 0.8610 -4.2776 2.1565
C 1.3781 -4.8289 3.2522
C 1.1243 -4.2007 4.4559
H 1.1614 -4.5982 5.3863
H 1.6685 -6.0443 3.1629
H 1.3485 -4.8850 1.1343
N 0.3559 -2.1535 0.8511
C -0.3127 -1.0871 0.5582
H -0.7205 -0.9315 -0.2881
C 0.6088 0.0379 0.7203
N 1.5495 0.0258 -0.3381
C 1.8722 0.7148 -1.3990
O 2.8357 0.4376 -2.4622
C 1.2481 1.9722 -1.5907
C 1.7322 3.0136 -2.4773
C 0.6932 3.8977 -2.3065
C -0.0086 3.6634 -1.3134
C -1.2180 4.3235 -0.5468
H -0.5613 4.6369 0.4159
H -1.3460 5.4442 -1.1073
S -2.7312 3.5599 -0.3043
O -2.2000 2.1028 0.0494
C -3.0124 3.0343 -2.1977
C -2.3036 1.8943 -2.7181
C -2.5125 0.5991 -2.2668
C -1.8184 -0.4689 -2.5028
C -0.8861 -0.4512 -3.5021
C -0.5178 0.8509 -3.8930
C -1.1948 1.9421 -3.5624
H -0.8611 2.7527 -4.2434
H 0.4756 0.9047 -4.7041
Cl -0.2648 -1.9926 -3.9421
H -2.2350 -1.5167 -2.1816
H -3.4292 0.3899 -1.4999
H -4.1860 3.0468 -2.3786
H -2.7493 3.7642 -2.7753
O 0.3219 2.4929 -0.6829
H 0.6738 5.0582 -2.7373
H 2.5022 2.8213 -3.2364
C 2.2593 -1.2299 -0.4262
H 2.7972 -1.3372 0.5753
C 1.1367 -2.3320 -0.3647
H 0.8101 -2.4591 -1.3779
H 1.7604 -3.6072 -0.2595
H 3.0209 -1.4596 -1.2694
H 1.3338 0.1040 1.5644
H 0.2670 1.1830 0.4050
H -1.1756 -0.8419 1.4274
H -0.1487 -1.1471 3.1078
H -1.2966 -1.0047 5.0295
H -0.2282 -0.6866 6.7678

# 8
Entry from the Open Molecules 2025 dataset: a molecular structure, C28H22N4O4PSeSn (wB97M-V/def2-TZVPD).

Output
LUMO level: 1.9862 eV
Frontier orbital gap: 7.25 eV
Relative energy (zero: lowest compared OMol25 entry of this formula, charge and spin): 0.0 kcal per mole
Total charge: -1
HOMO level: -5.26 eV
Multiplicity: 1

Cartesian coordinates (Å):
Sn -0.2527 1.3183 2.4763
N -1.6339 1.5428 1.0164
P -2.0804 1.4287 -0.4310
C -1.9433 -0.2711 -1.0808
C -1.8787 -0.5842 -2.4374
C -1.7276 -1.9010 -2.8459
C -1.6389 -2.9125 -1.8967
C -1.7000 -2.6060 -0.5452
C -1.8497 -1.2884 -0.1337
C -3.8054 1.9179 -0.7597
C -4.7516 1.0553 -1.3001
C -6.0750 1.4580 -1.4398
C -6.4612 2.7256 -1.0368
C -5.5235 3.5922 -0.4877
C -4.2078 3.1874 -0.3445
C -1.1456 2.4177 -1.6603
C -1.7316 3.1032 -2.7189
C -0.9524 3.8432 -3.6013
C 0.4210 3.9034 -3.4310
C 1.0154 3.2275 -2.3720
C 0.2358 2.4971 -1.4912
H -1.9314 0.2046 -3.1802
H -1.6716 -2.1385 -3.9013
H -1.5144 -3.9409 -2.2137
H -1.6175 -3.3875 0.1991
H -1.8653 -1.0432 0.9238
H -4.4623 0.0603 -1.6131
H -6.8033 0.7737 -1.8563
H -7.4932 3.0373 -1.1391
H -5.8229 4.5794 -0.1591
H -3.4842 3.8550 0.1088
H -2.8041 3.0622 -2.8635
H -1.4227 4.3766 -4.4181
H 1.0294 4.4815 -4.1154
H 2.0870 3.2794 -2.2254
H 0.6999 2.0006 -0.6478
O -0.5573 0.6880 5.2698
Se -0.4844 -0.8111 4.6152
O -1.4023 -1.9281 5.3398
O -1.0997 -0.4812 3.0296
O 1.0768 -1.2702 4.3615
N 8.6735 -4.3636 3.5544
C 7.7246 -3.8736 3.1287
C 6.5385 -3.2655 2.5900
C 5.6087 -2.6653 3.4365
C 4.4716 -2.0769 2.9195
C 4.2549 -2.0860 1.5412
C 5.1766 -2.6972 0.6952
C 6.3156 -3.2811 1.2177
N 3.0950 -1.4895 1.0105
C 2.7089 -1.3861 -0.3201
C 1.5273 -0.7209 -0.3144
N 1.1813 -0.3905 0.9810
C 2.1357 -0.8543 1.7391
H 5.7746 -2.6617 4.5047
H 3.7531 -1.6309 3.5926
H 5.0109 -2.7215 -0.3710
H 7.0330 -3.7525 0.5603
H 3.2789 -1.8052 -1.1275
H 0.8941 -0.4866 -1.1534
H 2.0735 -0.8442 2.8215

Number 1: energy -9819.6224 eV. Number 2: energy -29509.7751 eV. Number 3: energy -138564.4309 eV. Number 4: energy -13194.2661 eV. Number 5: energy -99503.1275 eV. Number 6: energy -104159.8722 eV. Number 7: energy -59804.1726 eV. Number 8: energy -124010.6055 eV.